Entry from the OMol25 dataset: a molecular structure, C8H25F6N2O5PPb at a distorted geometry (ωB97M-V/def2-TZVPD).

XYZ file:
```
48
Properties=species:S:1:pos:R:3:forces:R:3
Pb 0.323493 -1.154540 0.376351 0.75 -5.88 2.40
O 0.402375 -2.788614 2.248521 -0.25 0.85 0.68
H 0.503114 -2.715353 3.217548 -0.01 0.20 -0.61
O 2.633078 -1.878254 0.793564 0.80 1.00 -0.87
H 3.294442 -1.925099 0.075978 -0.29 -0.22 0.21
O -0.427932 -3.552416 -0.316904 0.21 1.14 -1.04
H -0.479627 -3.512049 -1.291693 0.00 -0.08 0.31
P -3.694032 -1.329944 1.709670 0.05 -0.44 0.19
F -3.727406 -2.400661 2.910613 0.54 -0.55 -0.73
F -3.013908 -0.297348 2.780591 -0.12 0.46 -0.13
F -2.218666 -1.606721 1.109226 -0.85 -0.75 0.79
F -3.790869 -0.141384 0.616752 -0.37 0.64 -0.89
F -4.322935 -2.455350 0.648541 0.26 1.25 0.98
F -5.179448 -0.848997 2.192236 -0.31 -0.21 -0.16
C 3.226564 2.846661 0.262687 0.51 1.88 -0.14
C 2.609362 1.658399 0.942020 0.02 1.42 -2.18
C 1.283685 1.966905 1.675294 1.28 1.87 -0.94
O 0.752277 0.776084 1.902389 0.08 -3.62 2.77
C 0.063694 0.535171 3.109644 -1.54 1.61 0.87
N 2.387474 0.786122 -0.249932 0.31 0.47 1.03
H 2.626537 3.140376 -0.598594 -0.42 0.22 0.16
H 4.193996 2.664009 -0.205086 0.25 -0.62 0.22
H 3.434442 3.727151 0.870653 -0.34 0.21 0.34
H 3.399852 1.203547 1.538972 -0.61 -0.13 0.89
H 0.468789 2.497534 1.182865 0.46 0.81 -1.45
H 1.450698 2.669274 2.491932 0.43 -0.50 1.03
H -0.801543 1.188211 2.995629 -0.82 -0.37 0.42
H 0.497715 0.898314 4.041237 1.18 0.34 -0.19
H -0.236302 -0.476862 3.381486 0.20 -0.31 -1.36
H 2.643380 -0.092314 0.177811 -0.54 -1.98 0.08
H 3.243663 0.925965 -0.767104 0.11 0.16 -0.71
C -2.689809 0.626666 -2.522946 -0.55 -0.12 -1.04
C -1.550318 -0.135562 -1.849033 -1.75 0.63 -1.13
C -0.366093 -0.209084 -2.770553 -0.65 -0.72 0.57
O 0.595466 -1.024315 -2.110316 1.46 0.80 -2.93
C 1.811583 -1.045414 -2.906713 -0.24 -0.69 1.02
N -1.228813 0.615722 -0.691160 0.06 2.12 0.77
H -2.440648 1.644472 -2.823097 0.56 0.33 0.41
H -3.537943 0.704407 -1.842700 -0.07 -0.23 -0.11
H -2.999973 0.224113 -3.487240 -0.35 -0.63 0.03
H -1.924030 -1.103809 -1.515939 0.24 -0.38 -0.25
H -0.073845 0.810377 -3.022326 0.83 0.42 0.55
H -0.687044 -0.550902 -3.754555 0.11 -0.94 -0.13
H 2.109059 -0.019091 -3.121874 -0.13 -0.05 -0.60
H 1.698898 -1.761330 -3.720881 -0.38 0.61 -0.72
H 2.661643 -1.500583 -2.398466 -0.37 0.11 0.96
H -0.837752 1.485316 -1.024298 0.60 0.35 0.04
H -2.086342 0.931199 -0.260800 -0.32 -0.48 0.58
```
Forces are in eV/Å.

Summary:
Orbital gap in eV: 4.313
E in eV: -52761.77145
Charge: -2